# 1
{"formula": "C51H59F32IO9S2", "method": "wB97M-V/def2-TZVPD", "smiles": "COCCCCCCC[C@H]1[C@@H](CC=O)OS(=O)(=O)[C@@](Cc2ccccc2C)(c2ccccc2)[C@]1(I)CCCS.FC(F)C(F)(F)COC(F)(F)C(F)F.FC(F)C(F)(F)COC(F)(F)C(F)F.FC(F)C(F)(F)COC(F)(F)C(F)F.FC(F)C(F)(F)COC(F)(F)C(F)F", "homo_lumo_gap_ev": 7.628, "homo_ha": -0.2995, "species": ["C", "O", "C", "C", "C", "C", "C", "C", "C", "C", "C", "C", "C", "O", "O", "S", "O", "O", "C", "C", "C", "C", "C", "C", "C", "C", "C", "C", "C", "C", "C", "C", "C", "C", "I", "C", "C", "C", "S", "H", "H", "H", "H", "H", "H", "H", "H", "H", "H", "H", "H", "H", "H", "H", "H", "H", "H", "H", "H", "H", "H", "H", "H", "H", "H", "H", "H", "H", "H", "H", "H", "H", "H", "H", "H", "H", "H", "H", "H", "H", "H", "H", "F", "C", "F", "C", "F", "F", "C", "O", "C", "F", "F", "C", "F", "F", "H", "H", "H", "H", "F", "C", "F", "C", "F", "F", "C", "O", "C", "F", "F", "C", "F", "F", "H", "H", "H", "H", "F", "C", "F", "C", "F", "F", "C", "O", "C", "F", "F", "C", "F", "F", "H", "H", "H", "H", "F", "C", "F", "C", "F", "F", "C", "O", "C", "F", "F", "C", "F", "F", "H", "H", "H", "H"], "xyz": [[2.366, 0.020, 4.296], [2.302, -0.691, 3.006], [0.935, -1.249, 2.777], [0.872, -1.829, 1.221], [-0.516, -2.629, 0.868], [-1.737, -1.659, 0.329], [-1.572, -1.300, -1.280], [-1.896, 0.332, -1.397], [-0.505, 1.181, -1.066], [-0.630, 2.808, -1.150], [-1.885, 3.504, -0.378], [-3.386, 3.228, -1.068], [-4.241, 4.627, -1.205], [-5.359, 4.901, -0.480], [-1.888, 3.401, 1.084], [-0.306, 3.682, 1.647], [0.210, 2.239, 2.044], [-0.466, 4.387, 3.046], [0.852, 4.546, 0.460], [0.482, 6.106, 0.093], [-0.092, 7.014, 1.330], [-1.756, 7.130, 1.434], [-2.560, 8.018, 2.552], [-1.671, 8.811, 3.677], [-0.010, 8.716, 3.605], [0.789, 7.843, 2.435], [2.427, 7.828, 2.388], [2.385, 4.658, 1.126], [3.678, 5.400, 0.367], [5.177, 5.553, 1.011], [5.542, 4.941, 2.490], [4.303, 4.215, 3.297], [2.768, 4.094, 2.640], [0.837, 3.578, -0.908], [2.509, 2.137, -0.564], [1.200, 4.439, -2.284], [1.553, 3.523, -3.589], [2.992, 3.904, -4.328], [4.443, 4.069, -3.161], [2.924, 1.046, 4.158], [2.974, -0.594, 5.099], [1.310, 0.257, 4.758], [0.191, -0.365, 2.971], [0.830, -2.136, 3.560], [1.770, -2.609, 1.120], [1.134, -0.946, 0.499], [-0.960, -3.231, 1.794], [-0.259, -3.355, -0.042], [-1.720, -0.647, 0.943], [-2.816, -2.156, 0.445], [-0.503, -1.538, -1.707], [-2.374, -1.830, -1.961], [-2.258, 0.652, -2.466], [-2.748, 0.535, -0.600], [0.187, 0.863, -1.989], [-0.140, 0.745, -0.044], [-0.858, 3.017, -2.308], [-1.786, 4.677, -0.591], [-3.940, 2.459, -0.350], [-3.204, 2.724, -2.119], [-3.834, 5.425, -1.985], [1.404, 6.732, -0.338], [-0.319, 6.223, -0.785], [-2.410, 6.564, 0.624], [-3.750, 8.072, 2.531], [-2.241, 9.438, 4.484], [0.555, 9.329, 4.455], [2.803, 8.749, 3.035], [2.905, 6.869, 2.905], [2.801, 7.973, 1.271], [3.538, 5.891, -0.712], [6.024, 6.114, 0.396], [6.638, 5.063, 2.884], [4.545, 3.800, 4.387], [1.991, 3.587, 3.348], [2.021, 5.255, -2.129], [0.196, 5.035, -2.534], [1.436, 2.348, -3.415], [0.726, 3.771, -4.416], [3.225, 2.973, -5.037], [2.854, 4.828, -5.033], [5.320, 2.966, -3.238], [-3.069, -4.876, -0.541], [-4.041, -5.447, 0.202], [-3.425, -6.010, 1.275], [-4.835, -6.494, -0.575], [-4.053, -7.555, -0.907], [-5.801, -6.995, 0.259], [-5.546, -5.973, -1.829], [-4.864, -6.164, -3.072], [-3.870, -5.186, -3.381], [-4.018, -4.132, -2.544], [-4.178, -4.721, -4.623], [-2.445, -5.758, -3.381], [-2.130, -6.346, -2.200], [-1.527, -4.775, -3.578], [-4.696, -4.657, 0.578], [-6.464, -6.572, -1.937], [-5.904, -4.944, -1.715], [-2.322, -6.501, -4.173], [2.725, -5.956, -1.272], [3.066, -7.204, -0.884], [2.048, -7.657, -0.105], [4.387, -7.241, -0.120], [4.287, -6.578, 1.063], [4.648, -8.545, 0.210], [5.602, -6.718, -0.895], [5.973, -5.357, -0.655], [5.237, -4.382, -1.395], [4.551, -5.008, -2.381], [6.167, -3.610, -2.021], [4.345, -3.502, -0.508], [3.479, -4.236, 0.233], [3.589, -2.660, -1.262], [3.108, -7.841, -1.771], [6.469, -7.295, -0.538], [5.548, -6.941, -1.966], [4.948, -2.898, 0.175], [-6.312, 10.908, -0.558], [-7.559, 11.197, -0.989], [-8.310, 11.413, 0.124], [-8.161, 10.079, -1.837], [-8.354, 8.954, -1.098], [-9.411, 10.477, -2.234], [-7.373, 9.728, -3.104], [-6.478, 8.615, -3.009], [-5.199, 8.905, -2.444], [-5.034, 10.249, -2.402], [-4.283, 8.446, -3.340], [-4.977, 8.230, -1.084], [-5.938, 8.559, -0.185], [-3.792, 8.614, -0.538], [-7.522, 12.136, -1.546], [-8.115, 9.406, -3.851], [-6.891, 10.600, -3.556], [-4.966, 7.141, -1.185], [2.256, -12.920, 3.117], [2.054, -12.070, 2.087], [0.846, -12.391, 1.553], [3.152, -12.157, 1.030], [3.146, -13.371, 0.418], [2.862, -11.248, 0.046], [4.566, -11.846, 1.533], [5.379, -12.971, 1.880], [5.165, -13.501, 3.188], [4.435, -12.613, 3.905], [6.391, -13.540, 3.780], [4.553, -14.909, 3.173], [3.385, -14.951, 2.486], [4.273, -15.331, 4.435], [1.976, -11.057, 2.489], [5.101, -11.385, 0.688], [4.577, -11.080, 2.314], [5.239, -15.629, 2.719]], "atomic_forces_ev_per_a": [[0.309, 0.490, 0.716], [-1.700, 0.399, 1.231], [0.602, -0.291, -0.260], [0.743, -0.420, 1.066], [-0.573, 0.167, -0.695], [0.217, -0.059, -0.502], [-0.588, 1.397, 0.076], [0.419, 0.049, 0.162], [-1.084, -1.132, -0.865], [-0.078, -0.651, -1.311], [-0.304, 2.582, -2.205], [0.115, -0.675, 1.211], [-4.487, 0.412, 3.348], [7.284, -1.731, -4.710], [2.239, 0.631, -1.635], [0.050, -3.885, 9.896], [-1.345, 4.825, -3.157], [0.348, -1.266, -6.065], [2.001, 1.337, -1.903], [-0.995, 2.209, 0.035], [-2.737, 2.209, 2.961], [1.620, 1.893, 2.229], [4.450, -0.376, -0.119], [1.837, -2.551, -3.539], [-2.655, -1.458, -2.122], [-3.310, -0.132, 0.052], [-0.465, 0.733, 0.682], [4.386, 0.153, 3.295], [0.580, -0.656, 2.402], [-2.775, -1.938, 2.042], [-4.715, -0.194, -2.242], [0.063, 1.730, -3.414], [2.845, 1.517, -1.561], [0.003, 0.633, -0.315], [-0.773, 0.102, -0.383], [-1.058, 0.323, 0.005], [-0.694, 0.100, -1.062], [-0.949, -2.369, -1.232], [0.277, 0.152, -0.234], [-1.081, -2.029, 0.041], [-1.206, 0.988, -1.646], [1.944, -0.528, -1.089], [1.065, -1.860, -0.435], [-0.266, 1.768, -1.664], [-1.991, 1.723, 0.300], [-0.756, -1.630, 1.234], [1.363, 1.125, -1.949], [-0.659, 1.260, 2.203], [-0.098, -2.073, -1.198], [2.475, 0.986, 0.004], [-2.030, 0.464, 0.959], [1.659, 0.750, 1.543], [0.507, -0.759, 1.924], [1.717, -0.217, -1.752], [-1.177, 0.683, 2.404], [-0.308, 1.275, -1.987], [0.366, -0.346, 2.533], [0.175, -2.314, 0.328], [0.900, 1.840, -1.723], [-0.503, 1.221, 2.095], [-0.774, -1.509, 1.533], [-1.665, -1.976, 1.118], [1.580, -0.613, 2.100], [1.533, 1.273, 1.837], [2.991, -0.151, 0.055], [1.465, -1.307, -1.659], [-1.081, -1.606, -2.254], [-0.832, -1.819, -1.484], [-1.222, 1.932, -1.433], [-0.771, -0.475, 2.487], [0.297, -1.317, 2.671], [-2.185, -1.375, 1.362], [-2.508, -0.375, -0.647], [-0.878, 0.935, -2.697], [1.419, 1.073, -1.748], [-1.398, -1.767, -0.055], [2.149, -1.202, 0.512], [0.583, 2.697, -0.065], [1.767, -0.513, 1.713], [-0.515, 2.169, 1.411], [0.529, -1.571, 1.694], [-1.563, 0.820, -0.515], [-0.173, -0.135, 0.520], [0.512, 0.283, 0.925], [-0.291, -0.168, -0.217], [0.146, -0.876, -0.486], [-0.118, 0.409, 0.178], [0.175, 0.562, -0.013], [-1.107, -0.327, -0.549], [1.581, 1.125, 0.381], [-2.194, -0.001, 0.214], [0.433, -0.041, -0.844], [0.585, -0.416, 0.428], [0.948, -0.381, 0.121], [-0.255, 0.040, -0.659], [-0.536, 0.077, -0.079], [-0.178, -0.036, -0.086], [0.446, -0.012, 0.079], [0.321, -0.124, 0.133], [-0.257, 0.078, -0.024], [-0.165, -0.564, 0.161], [-1.063, -0.310, -0.119], [0.399, -0.061, 0.107], [0.384, 0.551, 0.787], [-0.122, -0.214, -0.402], [-0.218, 0.039, -0.434], [1.244, -0.295, 0.010], [-1.628, 0.767, -0.666], [1.381, -1.526, -0.537], [0.275, 0.898, 0.087], [-0.608, 0.001, 0.588], [-0.623, 0.600, 0.601], [0.595, 0.255, -0.150], [0.430, -0.312, -0.204], [0.194, -0.059, -0.003], [-0.360, 0.232, 0.123], [-0.297, 0.097, 0.206], [0.164, -0.133, -0.123], [-0.515, 0.302, 0.086], [-0.089, 0.715, 0.780], [-0.133, -0.208, -0.307], [-0.228, -1.024, 0.109], [0.124, 0.462, -0.120], [0.441, 0.367, 0.036], [-0.360, -0.405, -1.154], [1.220, 0.757, 1.311], [-1.164, 0.676, -1.626], [0.651, -0.716, -0.025], [-0.203, -0.182, 0.686], [0.029, -0.424, 0.885], [0.319, -0.374, -0.537], [-0.101, 0.129, -0.543], [-0.051, -0.058, -0.183], [0.134, -0.041, 0.432], [-0.023, -0.056, 0.366], [-0.187, 0.096, -0.155], [-0.384, 0.282, -0.322], [-1.041, 0.122, 0.252], [0.314, 0.064, -0.230], [0.420, -0.626, -0.584], [-0.127, 0.300, 0.255], [-0.100, 0.078, 0.538], [0.995, 0.580, -0.554], [-1.093, -0.699, 1.470], [0.768, 1.927, -0.765], [0.588, -0.738, 0.265], [-0.624, -0.494, -0.281], [-0.483, -0.887, -0.001], [0.685, -0.035, 0.075], [0.316, 0.439, -0.135], [0.165, 0.090, -0.092], [-0.274, -0.324, 0.136], [-0.259, -0.254, -0.045], [0.130, 0.231, -0.014]]}

# 2
{"formula": "C16H15BrSeTl", "method": "wB97M-V/def2-TZVPD", "homo_lumo_gap_ev": [5.241, 5.054], "total_charge": -1, "homo_ha": [-0.1501, -0.1497], "species": ["C", "C", "C", "H", "C", "C", "H", "H", "H", "H", "Tl", "Br", "C", "C", "C", "H", "C", "C", "H", "H", "H", "H", "Se", "C", "C", "C", "C", "C", "C", "H", "H", "H", "H", "H"], "xyz": [[0.879, -1.970, 1.245], [1.372, -0.785, 1.887], [0.251, -0.107, 2.471], [2.377, -0.421, 1.806], [-0.938, -0.852, 2.178], [-0.548, -2.016, 1.425], [-1.207, -2.738, 0.992], [1.469, -2.651, 0.664], [0.266, 0.863, 2.926], [-1.942, -0.539, 2.402], [-0.436, 0.512, -0.573], [0.964, -1.091, -2.394], [-0.768, -2.514, -5.031], [-1.523, -3.524, -4.368], [-0.607, -4.509, -3.877], [-2.610, -3.553, -4.271], [0.710, -4.102, -4.239], [0.614, -2.871, -4.957], [1.449, -2.295, -5.358], [-1.165, -1.623, -5.518], [-0.871, -5.422, -3.340], [1.636, -4.637, -4.020], [1.689, 2.136, 0.400], [0.695, 3.118, 1.629], [1.317, 3.488, 2.853], [0.633, 4.312, 3.741], [-0.665, 4.760, 3.447], [-1.289, 4.376, 2.250], [-0.627, 3.551, 1.340], [2.321, 3.129, 3.053], [1.122, 4.604, 4.662], [-1.193, 5.416, 4.153], [-2.288, 4.718, 2.014], [-1.087, 3.234, 0.407]], "atomic_forces_ev_per_a": [[-1.021, 1.023, 0.796], [-0.970, -1.721, -1.112], [-2.584, -1.088, -0.346], [0.213, 0.037, 0.280], [2.329, 1.474, 0.615], [2.229, 0.615, -0.167], [-0.206, -0.310, -0.065], [0.052, -0.162, -0.130], [0.062, 0.146, 0.264], [-0.120, -0.037, 0.141], [-0.424, -0.204, -0.120], [0.255, 0.052, -0.105], [-2.189, -1.246, 0.750], [0.541, 2.425, -1.630], [2.494, 0.027, -0.369], [0.436, 0.081, 0.007], [-1.081, -0.734, 0.279], [0.217, -0.748, 0.620], [-0.345, -0.233, 0.162], [0.128, -0.343, 0.280], [0.128, 0.385, -0.155], [-0.412, 0.254, -0.009], [0.716, -0.415, -0.663], [-0.489, 0.712, 0.720], [-1.044, 0.134, -0.709], [-0.354, -0.062, -0.326], [0.006, 0.018, -0.031], [0.537, -0.237, 0.202], [0.882, 0.068, 0.753], [-0.111, 0.075, 0.025], [-0.086, 0.068, 0.081], [0.257, -0.316, -0.330], [-0.083, 0.059, 0.085], [0.038, 0.200, 0.207]]}

# 3
{"formula": "H5NS", "method": "wB97M-V/def2-TZVPD", "multiplicity": 2, "homo_lumo_gap_ev": [5.204, 7.587], "total_charge": -1, "relative_energy_kcal_mol": 3.8, "homo_ha": [-0.0184, -0.1153], "species": ["S", "H", "N", "H", "H", "H", "H"], "xyz": [[0.830, -0.296, 0.909], [1.512, 0.428, 1.809], [-1.475, 0.375, -1.643], [-2.509, 0.235, -1.555], [-1.052, -0.153, -2.419], [-1.491, 1.376, -1.913], [-0.894, 0.319, -0.783]], "atomic_forces_ev_per_a": [[-0.183, -0.123, -0.219], [-0.077, 0.131, -0.055], [-0.210, 1.239, -0.041], [0.086, -0.784, 0.269], [-0.098, -0.292, -0.251], [0.411, 0.218, -0.302], [0.071, -0.389, 0.601]]}

Number 1: maximum force 10.63 eV Å⁻¹. Number 2: maximum force 2.97 eV Å⁻¹. Number 3: maximum force 1.26 eV Å⁻¹.